# 1
Computed, not measured: C31H44Br2FeN3O3SSi4Te as an isolated structure in a non-equilibrium geometry, with ωB97M-V with the def2-TZVPD basis set.

Structure (XYZ):
```
90
C31H44Br2FeN3O3SSi4Te (ωB97M-V with the def2-TZVPD basis set)
H -10.0646 -14.9007 3.4925
Si -11.1642 -17.2378 2.9186
H -13.0470 -15.8817 3.8273
H -12.6217 -10.1966 1.7002
C -15.1316 -16.4719 -5.7264
H -7.6461 -18.5029 -2.2224
H -10.9391 -18.9422 4.6953
H -20.6866 -16.1092 -3.2475
N -14.5641 -14.1918 0.0940
Br -13.8566 -14.7950 -8.1833
H -15.7364 -17.4222 -1.3058
H -10.8643 -22.8241 -0.2016
C -10.5299 -17.9095 4.5526
H -8.5719 -20.8533 2.7406
Si -8.8396 -17.7732 -0.3764
H -8.6584 -22.2769 1.8701
C -15.7658 -17.8304 -2.3026
C -12.9593 -16.7352 3.1159
O -16.3848 -12.4441 0.2820
H -10.8815 -17.3802 5.4306
Br -10.5796 -12.8172 -4.1262
C -18.8039 -16.2149 -2.3755
C -15.7362 -17.0991 -4.6697
H -8.1801 -20.8163 1.0389
H -14.6568 -11.5142 1.3096
H -18.0968 -14.7711 -3.9375
C -11.2515 -13.0531 0.4381
Si -10.7619 -18.5325 0.9348
H -15.1699 -18.6826 -2.2492
C -18.6470 -16.6079 -1.0452
O -12.3318 -14.5634 -2.4083
C -16.9601 -14.8801 -0.7478
H -16.4488 -17.9060 -4.7734
C -17.6522 -16.0147 -0.2212
C -8.4306 -19.0297 -1.7034
N -12.3831 -13.7319 0.2379
C -13.6645 -15.4631 -4.1011
H -7.3926 -16.6522 1.3538
H -10.3041 -13.5334 0.1761
C -13.2703 -14.9247 -6.4603
C -13.6018 -13.1868 0.4854
H -9.2398 -19.1943 -2.3540
Fe -13.4891 -15.5301 -1.0911
H -11.6554 -13.6260 -6.7346
H -7.1273 -18.4302 1.2657
H -16.7599 -18.1781 -2.5308
C -11.8577 -21.6406 2.4359
H -17.4538 -16.3277 0.8165
H -20.2910 -17.7832 -2.6833
C -12.4969 -11.2023 1.2860
H -10.4968 -16.4362 -1.5848
H -11.9882 -21.0725 3.3443
H -15.4593 -16.6365 -6.6952
Si -10.6475 -20.8821 1.2340
C -18.0117 -15.1711 -2.9270
H -10.2804 -11.2098 1.0778
C -11.8632 -14.0357 -4.6691
H -12.8512 -21.5101 1.9764
O -16.4968 -14.4075 1.7330
C -14.0139 -15.6167 -5.5104
H -11.5838 -22.7061 2.4941
C -13.6847 -11.8954 1.0855
C -10.2060 -15.5970 2.6226
C -11.2273 -11.7278 0.9132
H -9.9142 -21.4702 -1.0354
H -9.4562 -17.9510 4.5325
C -7.3036 -17.4934 0.6996
C -10.7690 -21.7170 -0.3860
C -19.9026 -16.8670 -3.1532
H -19.6258 -17.1674 -4.1601
H -13.2781 -16.2554 2.1913
H -13.7266 -17.5033 3.3905
H -8.7890 -16.0367 -2.1901
S -16.0696 -13.8460 0.4854
C -17.1453 -14.5089 -2.0666
C -15.2214 -16.9613 -3.3489
H -6.3750 -17.3250 0.0713
C -12.2037 -14.1984 -6.0356
H -10.5843 -15.0799 1.7937
C -8.9270 -21.2485 1.7482
C -9.4186 -16.2351 -1.3231
H -11.6616 -21.3780 -0.9767
H -16.6248 -13.6989 -2.4753
Te -12.9453 -18.2351 -0.2348
H -19.2772 -17.3703 -0.6362
H -8.0511 -20.0013 -1.4340
N -14.2842 -16.0463 -3.0549
H -9.2236 -15.9595 2.3292
H -9.5248 -15.3690 -0.6351
C -12.5688 -14.6672 -3.6516
```

Values from the calculation:
**Multiplicity**: 5
**Charge**: -1
**HOMO (alpha / beta)**: -4.4 / -4.4 eV
**DFT total energy**: -267591.1643 eV
**Molecular weight**: 994.375 g/mol
**LUMO (alpha / beta)**: 2.1 / 2.1 eV
**F_max**: 0.05966 Eh/bohr
**Kohn-Sham gap (alpha / beta)**: 6.55 / 6.49 eV
**Energy relative to the best compared isomer or geometry (same formula, charge and spin)**: 0.924 eV

***

# 2
Computed, not measured: C5H9LiO4Sm as an isolated structure in a non-equilibrium geometry, with ωB97M-V with the def2-TZVPD basis set.

Structure (XYZ):
```
20
C5H9LiO4Sm (ωB97M-V with the def2-TZVPD basis set)
H 0.4755 0.9588 1.2931
Sm 4.3999 0.0255 0.5429
O -1.8975 0.1953 0.4229
H -3.6232 1.2461 0.8770
C 1.8543 -0.8356 -0.1505
C -3.2976 0.3545 0.3189
O 4.3489 -0.0852 -1.6511
C 1.6643 -2.1276 0.3121
H 0.8987 1.8565 -0.2159
O 0.6068 -0.2008 -0.4131
Li -0.8153 -1.4564 0.1603
O 0.5381 -2.6560 0.6590
C -1.1572 1.3094 -0.0515
C 0.3052 1.0266 0.2043
H -3.5998 0.4524 -0.7360
H -3.7648 -0.5367 0.7527
H -1.4614 2.2256 0.4797
H 2.5603 -2.7821 0.3257
H 3.3112 -0.4190 -2.0013
H -1.3462 1.4488 -1.1292
```

Values from the calculation:
**Multiplicity**: 6
**Charge**: +1
**HOMO (alpha / beta)**: -11.6 / -9.7 eV
**DFT total energy**: -31619.4851 eV
**Molecular weight**: 290.424 g/mol
**LUMO (alpha / beta)**: -4.2 / -4.5 eV
**F_max**: 0.10238 Eh/bohr
**Kohn-Sham gap (alpha / beta)**: 7.45 / 5.15 eV

***

# 3
Computed, not measured: C3H2IN2 as an isolated structure in a non-equilibrium geometry, with ωB97M-V with the def2-TZVPD basis set.

Structure (XYZ):
```
8
C3H2IN2 (ωB97M-V with the def2-TZVPD basis set)
N 1.5242 -0.6321 -0.4418
C 1.2949 0.5481 0.1409
N 0.5093 1.4040 0.4750
I -1.6751 0.0947 1.8825
C 0.2733 -0.8589 -0.5323
H -0.0680 -1.7373 -0.9154
H -1.2167 0.8389 -0.7095
C -0.6420 0.3426 0.1007
```

Values from the calculation:
**Charge**: +1
**HOMO**: -14.9 eV
**DFT total energy**: -14211.6934 eV
**Molecular weight**: 192.967 g/mol
**LUMO**: -6.8 eV
**F_max**: 0.06527 Eh/bohr
**Kohn-Sham gap**: 8.15 eV
**Energy relative to the best compared isomer or geometry (same formula, charge and spin)**: 1.223 eV

***

# 4
Computed, not measured: C55H39BrF9KN10O5P as an isolated structure in a non-equilibrium geometry, with ωB97M-V with the def2-TZVPD basis set.

Structure (XYZ):
```
121
C55H39BrF9KN10O5P (ωB97M-V with the def2-TZVPD basis set)
Br -3.7550 6.8286 2.3609
H -0.7163 2.7583 3.2407
C 1.5730 -0.0264 -4.1704
C -2.5899 3.2583 -0.3934
C 4.4211 -3.7753 6.0878
C -2.1891 -3.7928 -2.5195
F -3.1116 0.4201 -9.4778
N 4.7185 -4.1928 7.2813
H -2.4352 2.3594 -2.0672
H 7.0134 -4.2822 5.7151
F -4.7671 0.8439 -8.1706
C -4.0848 4.1658 -2.1843
N 0.3663 -0.2869 3.0391
C -0.4746 -2.2633 -3.2109
C -1.4970 -1.0800 -5.9354
H 0.7293 1.5440 -5.3650
H -0.0468 -3.0548 1.1067
H 0.5546 -5.4456 -3.6433
C 0.0526 -1.5090 9.2145
H 2.4139 0.0992 2.5750
C -1.1825 -0.1577 -4.9444
N 1.6943 -1.9594 0.5188
C 5.3732 1.6145 -5.2003
O -2.1937 2.1866 -1.1475
N -4.4104 5.2319 -2.8545
H -1.2885 -0.2705 4.3720
H 0.6432 2.1510 2.2644
O -1.0507 2.4654 1.2100
C 3.0114 -2.9362 7.4202
H 4.8072 -4.3669 0.3029
O -0.6137 0.4428 -2.4184
C 4.9501 -4.3290 2.4415
C 3.9683 -0.1185 -4.0941
C 1.9104 -2.0878 7.8254
C -3.4536 1.0622 -8.3573
N 1.7862 -4.0384 1.3049
C -2.2300 -0.6930 -7.0448
H -6.2563 2.8770 -7.0843
H -0.7071 1.3943 6.4943
F -3.3097 2.3700 -8.5972
C 1.0184 -3.0269 0.9943
C -1.7471 -2.4971 -2.7031
C -0.2046 2.8352 2.2761
C 0.5704 -0.1555 7.2964
H -0.5749 -1.7075 10.0690
C -1.6398 1.1506 -5.0617
H 2.9097 2.5153 -5.9576
C -3.8508 5.2860 -0.0297
H 8.1341 -4.6770 3.5352
H -1.1700 -2.1065 -5.8504
C 5.0825 -4.0542 4.8290
C -3.5095 4.2072 -0.8481
C -2.0032 3.3946 0.8722
H -2.3945 -1.6585 -2.4795
O 0.5292 -0.2713 -1.8011
F 6.0358 1.9364 -4.0755
C 2.7408 -0.6339 -3.7213
C -0.2338 -0.4277 8.3940
F 6.1477 0.7418 -5.8614
C 7.0694 -4.5113 3.5766
H 3.7413 -5.5126 1.1509
C 2.8603 1.6317 -5.3391
C -5.3490 2.6681 -5.1723
F -2.0260 -6.8031 -3.9728
H 2.6859 -1.4839 -3.0582
H 1.3415 -3.1973 9.5631
C -2.6528 0.6238 -7.1591
H 3.7938 -1.7868 0.2418
H 0.1698 3.8548 2.1551
H -2.4679 -1.4061 -7.8197
C 4.1508 -4.4964 1.1675
H 4.8887 -0.5892 -3.7799
H -2.7305 2.5626 -6.2455
H -4.5355 6.0234 -0.4149
C -4.9106 4.8008 -4.0531
H 6.8174 -4.7148 1.4648
N 0.5332 0.6351 5.0075
C 1.1199 -2.3453 8.9408
H -1.9733 4.5584 2.6777
H -5.3347 1.5885 -5.1816
H -5.4615 6.5980 -5.1052
C -1.8183 -6.2710 -2.7567
C -5.8609 3.3990 -6.2268
C -1.3465 -4.8422 -2.8628
C 1.6427 -0.9852 7.0210
C -0.2748 -0.0060 4.1549
C -5.9004 4.7966 -6.2029
C -3.3020 5.3794 1.2284
H -1.3931 1.8608 -4.2848
C -4.8770 3.3872 -4.0905
C -5.4225 5.5202 -5.1299
C 6.4540 -4.2879 4.7936
C 0.3633 -3.3124 -3.5506
C 0.3122 1.0193 6.3791
N 3.8181 -3.6685 8.1241
H -3.1794 -3.9915 -2.1359
F -0.9114 -7.0489 -2.1496
C 4.3318 -4.0762 3.6549
H 1.0224 1.8230 6.5968
C 6.3260 -4.5277 2.4081
H -6.3248 5.3150 -7.0501
C -2.3781 1.5477 -6.1592
C -0.0760 -4.6121 -3.3750
N 1.7353 0.7614 4.4444
H -1.0792 0.2058 8.6168
H 3.2630 -3.9249 3.7017
C -2.3885 4.4416 1.6914
C 4.0207 1.0299 -4.8777
K -0.1349 0.0950 0.2788
C 1.6347 1.0865 -4.9978
C 2.9466 -2.3647 0.5507
N 3.0187 -3.6165 1.0240
C 1.6054 0.1951 3.2720
N -4.3069 2.9970 -2.8975
H 1.3342 -3.1164 -3.9770
F 5.2981 2.7208 -5.9421
H -4.4035 2.0760 -2.5004
P -0.0565 -0.5270 -3.5178
F -2.9631 -6.3879 -2.0783
H 2.2895 -0.7751 6.1819
O 3.3386 -2.9665 6.1042
```

Values from the calculation:
**Charge**: +1
**HOMO**: -10.3 eV
**DFT total energy**: -202916.2531 eV
**Molecular weight**: 1240.940 g/mol
**LUMO**: -2.4 eV
**F_max**: 0.04229 Eh/bohr
**Kohn-Sham gap**: 7.89 eV